Record 1
Below is a 3-piece molecular cluster, C20H27FNO6S overall at a distorted geometry, with properties calculated with ωB97M-V/def2-TZVPD.

Cartesian coordinates (Å):
C 6.249 -1.577 -0.188
C 5.378 -0.774 -0.391
S 4.117 0.382 -0.780
C 3.021 0.465 0.692
C 1.559 0.724 0.343
C 1.142 1.872 -0.379
C -0.219 2.107 -0.684
C -1.187 1.182 -0.215
C -2.673 1.435 -0.522
C -0.798 0.027 0.515
C 0.573 -0.198 0.780
C 5.011 1.977 -1.067
O 5.153 2.294 -2.198
N 5.544 2.803 -0.011
C 6.987 2.641 0.105
O 7.748 2.909 -0.756
F 7.502 2.197 1.271
H 7.134 -2.195 -0.348
H 3.066 -0.547 1.166
H 3.398 1.182 1.454
H 1.931 2.582 -0.696
H -0.528 2.984 -1.270
H -2.825 2.479 -0.863
H -3.041 0.748 -1.295
H -3.309 1.283 0.374
H -1.564 -0.681 0.867
H 0.886 -1.106 1.347
H 5.451 3.760 -0.368
O -4.644 1.328 -2.289
C -5.665 1.953 -2.156
O -6.566 1.562 -1.244
C -7.716 2.333 -0.870
C -8.875 2.083 -1.811
C -5.988 3.115 -3.061
H -7.465 3.392 -0.787
H -7.987 2.001 0.132
H -8.639 2.387 -2.831
H -9.760 2.630 -1.484
H -9.113 1.018 -1.845
H -6.424 2.735 -3.985
H -5.062 3.638 -3.292
H -6.656 3.849 -2.617
O 2.188 -1.980 2.970
C 2.378 -3.161 2.814
O 3.142 -3.575 1.791
C 3.590 -4.930 1.621
C 2.550 -5.767 0.907
C 1.699 -4.180 3.689
H 3.892 -5.362 2.576
H 4.490 -4.874 1.010
H 1.625 -5.835 1.480
H 2.923 -6.777 0.734
H 2.295 -5.317 -0.054
H 0.694 -4.363 3.308
H 1.631 -3.774 4.697
H 2.236 -5.121 3.770

Forces on atoms 1 to 6 (eV/Å):
0.65 0.16 -1.07
-0.87 1.31 0.16
0.14 -1.70 0.34
-0.94 -0.22 1.59
-0.90 0.26 -0.61
0.08 -0.25 0.10

Calculated values
Kohn-Sham gap: 7.00 eV
Net charge: +1
E_HOMO: -11.50 eV
Energy relative to the best compared isomer or geometry (same formula, charge and spin): 0.0 kJ/mol
Spin multiplicity: 1

Record 2
Below is C20H27LaN3S2 as an isolated structure at a distorted geometry, with properties calculated with ωB97M-V/def2-TZVPD.

Cartesian coordinates (Å):
La 0.201 -1.199 -0.614
S -2.302 -0.496 0.747
S 1.600 1.258 -1.401
C -3.225 -2.001 0.209
C -3.357 0.722 -0.190
C -2.754 0.866 -1.572
N -1.287 1.105 -1.435
C -0.762 1.761 -2.670
C 0.534 2.470 -2.334
H -3.333 1.679 0.356
H -4.398 0.371 -0.245
H -3.254 1.692 -2.110
H -2.862 -0.055 -2.171
H -1.484 2.487 -3.085
H -0.614 0.955 -3.409
H 0.354 3.336 -1.676
H 1.046 2.816 -3.243
C 2.408 0.529 -2.892
H -1.162 1.786 -0.655
H 1.650 0.283 -3.646
H 2.943 -0.371 -2.573
H 3.127 1.253 -3.303
H -2.622 -2.874 0.479
H -3.397 -1.969 -0.874
H -4.186 -2.044 0.742
C 0.444 1.912 2.367
C 1.166 0.887 2.844
H -0.613 2.024 2.604
H 0.899 2.703 1.773
H 0.729 0.117 3.478
H 2.234 0.793 2.650
C -0.745 -4.145 3.005
C -0.738 -2.900 2.382
N 0.187 -2.538 1.450
C 1.345 -3.297 1.372
C 1.404 -4.565 2.016
C 0.316 -5.011 2.775
C 2.587 -5.346 1.859
C 3.706 -4.841 1.244
C 3.743 -3.512 0.731
C 4.922 -2.937 0.243
C 4.920 -1.594 -0.110
C 3.718 -0.894 -0.068
N 2.517 -1.490 0.169
C 2.533 -2.762 0.719
H -1.568 -4.428 3.649
H -1.478 -2.134 2.608
H 0.360 -6.009 3.195
H 2.585 -6.351 2.267
H 4.607 -5.441 1.156
H 5.812 -3.554 0.199
H 5.831 -1.096 -0.420
H 3.668 0.184 -0.222

Forces on atoms 1 to 6 (eV/Å):
-0.83 1.48 -0.32
-1.53 -0.30 0.07
0.74 0.72 -1.18
0.10 0.08 0.17
0.53 -0.02 -0.04
0.18 -0.04 -0.08

Calculated values
Kohn-Sham gap: 7.40 eV
Net charge: +3
E_HOMO: -17.61 eV
Spin multiplicity: 1

Record 3
Below is C20H27MnN2O2PS2 as an isolated structure at a distorted geometry, with properties calculated with ωB97M-V/def2-TZVPD.

Cartesian coordinates (Å):
C 1.252 -3.264 3.403
C 2.132 -2.195 3.215
C 1.985 -1.325 2.113
C 0.943 -1.497 1.208
C 0.037 -2.538 1.429
C 0.189 -3.425 2.511
C 3.042 -0.261 1.923
C 3.199 0.334 0.522
N 2.847 -0.569 -0.615
Mn 0.691 -0.088 -0.428
C -1.165 -2.677 0.523
P -0.931 -1.700 -1.023
H 2.981 -2.031 3.883
H -0.542 -4.230 2.624
H 1.392 -3.960 4.231
H -2.066 -2.272 1.022
H -1.352 -3.723 0.220
H 2.810 0.582 2.598
H 4.022 -0.643 2.242
H 2.529 1.206 0.426
C -2.636 -1.346 -1.537
C -0.268 -2.938 -2.175
H 4.228 0.686 0.341
C 3.249 -1.994 -0.463
C 3.477 0.002 -1.849
H 0.430 1.398 -1.685
H 4.079 -2.208 -1.149
H 3.584 -2.205 0.556
H 2.414 -2.662 -0.711
H 4.389 -0.561 -2.103
H 2.773 -0.044 -2.684
H 3.766 1.054 -1.709
H -1.085 -3.595 -2.504
H 0.148 -2.396 -3.036
H 0.528 -3.528 -1.697
H -3.223 -2.274 -1.607
H -3.114 -0.665 -0.820
H -2.591 -0.864 -2.524
H 0.783 0.825 -2.175
O -0.194 5.747 1.245
S -1.208 4.904 1.829
O -1.916 5.383 2.992
N -0.643 3.336 2.027
C -1.217 2.447 1.240
S -0.727 0.816 1.257
C -2.287 3.000 0.403
C -3.115 2.374 -0.528
C -3.998 3.153 -1.278
C -4.053 4.549 -1.099
C -3.224 5.174 -0.153
C -2.363 4.380 0.584
H -3.021 1.293 -0.640
H -4.637 2.666 -2.018
H -4.746 5.142 -1.697
H -3.234 6.245 0.035

Forces on atoms 1 to 6 (eV/Å):
-0.13 0.22 -0.17
0.08 0.26 -0.49
0.07 -0.98 0.78
-0.25 -0.01 -0.31
0.30 -0.30 0.74
-0.03 0.17 -0.33

Calculated values
Kohn-Sham gap (alpha / beta): 6.74 / 7.78 eV
<S²>: 8.7614
Net charge: 0
E_HOMO (alpha / beta): -6.78 / -8.14 eV
Spin multiplicity: 6

Record 4
Below is C20H27N2O3PPbS as an isolated structure at a distorted geometry, with properties calculated with ωB97M-V/def2-TZVPD.

Cartesian coordinates (Å):
C -1.579 -1.367 -3.922
C -0.244 -1.461 -3.538
C 0.181 -0.854 -2.342
C -0.734 -0.211 -1.507
C -2.082 -0.162 -1.879
C -2.501 -0.715 -3.102
C 1.656 -0.948 -2.046
C 2.469 0.253 -1.551
N 1.831 1.630 -1.632
Pb 0.267 0.721 0.393
C -3.118 0.410 -0.945
P -2.412 1.746 0.101
H 0.494 -1.976 -4.166
H -3.555 -0.659 -3.388
H -1.901 -1.834 -4.848
H -3.455 -0.363 -0.233
H -3.987 0.804 -1.488
H 1.791 -1.698 -1.249
H 2.205 -1.300 -2.934
H 2.711 0.058 -0.486
C -3.801 2.267 1.157
C -2.346 3.136 -1.083
H 3.427 0.276 -2.120
C 1.027 1.869 -2.863
C 2.945 2.630 -1.630
H 0.380 1.752 3.910
H 1.405 2.756 -3.386
H 1.119 1.035 -3.565
H -0.042 2.048 -2.678
H 3.004 3.136 -2.601
H 2.880 3.405 -0.861
H 3.906 2.126 -1.508
H -3.367 3.446 -1.335
H -1.815 3.974 -0.611
H -1.812 2.877 -2.003
H -4.659 2.569 0.540
H -4.087 1.440 1.820
H -3.467 3.115 1.774
H 1.003 1.908 3.488
O 3.209 -0.771 1.657
C 2.227 -1.518 1.800
N 1.262 -1.766 0.840
S -0.132 -2.497 1.385
O -1.196 -1.486 1.442
O -0.432 -3.706 0.667
C 0.543 -2.712 2.996
C -0.144 -3.159 4.122
C 0.492 -3.023 5.356
C 1.742 -2.407 5.462
C 2.417 -1.949 4.329
C 1.807 -2.135 3.081
H -1.130 -3.600 4.024
H 0.020 -3.377 6.274
H 2.184 -2.282 6.454
H 3.390 -1.448 4.430

Forces on atoms 1 to 6 (eV/Å):
0.96 -0.53 -0.37
-1.48 -0.81 -1.70
1.34 0.24 0.66
-0.68 0.39 0.65
1.09 0.49 1.80
-0.20 -0.49 -0.98

Calculated values
Kohn-Sham gap (alpha / beta): 4.90 / 5.02 eV
Net charge: +2
E_HOMO (alpha / beta): -15.04 / -15.16 eV
Energy relative to the best compared isomer or geometry (same formula, charge and spin): 0.0 kJ/mol
Spin multiplicity: 1

Record 5
Below is one molecule with the formula C20H27N3O6S2 at a distorted geometry, with properties calculated with ωB97M-V/def2-TZVPD.

Cartesian coordinates (Å):
C 4.354 -2.700 2.010
O 3.882 -1.691 2.872
C 2.539 -1.533 2.997
C 2.108 -0.492 3.820
C 0.767 -0.246 4.028
C -0.198 -1.043 3.412
O -1.539 -0.914 3.547
C -2.037 0.207 4.245
C 0.242 -2.068 2.585
S -0.970 -3.094 1.764
O -0.290 -3.900 0.783
O -1.769 -3.768 2.738
N -1.967 -2.050 0.911
C -1.558 -1.735 -0.432
C -0.166 -1.124 -0.545
S -0.019 0.456 0.357
O -1.167 0.658 1.194
O 1.280 0.514 0.956
N -0.069 1.661 -0.784
C -1.323 1.876 -1.465
C -1.324 3.293 -2.063
N -0.195 3.468 -2.950
C -0.315 3.112 -4.293
C 0.688 2.438 -4.994
C 0.555 2.167 -6.344
C -0.578 2.551 -7.036
C -1.576 3.231 -6.358
C -1.447 3.512 -5.014
C 1.040 3.233 -2.236
C 1.088 1.821 -1.635
C 1.582 -2.325 2.375
H 4.019 -2.536 0.982
H 5.441 -2.637 2.052
H 4.036 -3.693 2.342
H 2.854 0.128 4.289
H 0.478 0.576 4.662
H -3.121 0.116 4.201
H -1.725 1.134 3.755
H -1.717 0.204 5.291
H -2.179 -1.239 1.477
H -1.561 -2.682 -0.981
H -2.305 -1.065 -0.865
H 0.093 -0.918 -1.581
H 0.573 -1.788 -0.108
H -2.114 1.761 -0.725
H -1.466 1.145 -2.278
H -2.260 3.459 -2.591
H -1.239 4.020 -1.251
H 1.587 2.110 -4.495
H 1.349 1.641 -6.855
H -0.680 2.332 -8.088
H -2.463 3.554 -6.884
H -2.228 4.073 -4.523
H 1.892 3.408 -2.892
H 1.083 3.955 -1.415
H 1.968 1.683 -1.008
H 1.090 1.072 -2.442
H 1.828 -3.147 1.722

Forces on atoms 1 to 6 (eV/Å):
0.08 -0.10 -0.06
0.00 0.20 0.13
-0.39 -0.01 0.08
0.15 -0.25 -0.16
-0.26 -0.06 -0.02
0.18 -0.04 0.14

Calculated values
Kohn-Sham gap: 8.57 eV
Net charge: 0
E_HOMO: -8.09 eV
Energy relative to the best compared isomer or geometry (same formula, charge and spin): 7.4 kJ/mol
Spin multiplicity: 1

Record 6
Below is one molecule with the formula C20H27N3OS, with properties calculated with ωB97M-V/def2-TZVPD.

Cartesian coordinates (Å):
C -6.825 -1.226 -0.001
O -5.709 -2.064 -0.169
C -4.466 -1.503 -0.141
C -4.205 -0.147 0.011
C -2.898 0.306 0.025
C -1.829 -0.574 -0.108
N -0.543 -0.026 -0.136
C 0.642 -0.569 0.257
S 0.751 -2.036 1.015
N 1.748 0.193 0.029
C 3.036 -0.259 0.519
C 3.783 -1.123 -0.498
C 5.156 -1.585 -0.003
C 5.037 -2.525 1.194
C 5.899 -2.283 -1.142
C 1.741 1.344 -0.866
C 1.346 0.953 -2.295
C 0.928 2.489 -0.285
C 0.183 3.367 -1.068
C -0.514 4.390 -0.442
N -0.513 4.586 0.864
C 0.203 3.762 1.610
C 0.937 2.708 1.092
C -2.094 -1.931 -0.283
C -3.394 -2.384 -0.293
H -6.803 -0.713 0.966
H -6.898 -0.485 -0.804
H -7.694 -1.882 -0.040
H -5.003 0.570 0.120
H -2.707 1.365 0.144
H -0.546 0.979 -0.255
H 2.850 -0.842 1.423
H 3.634 0.619 0.782
H 3.917 -0.553 -1.421
H 3.168 -1.996 -0.723
H 5.734 -0.701 0.298
H 4.645 -2.009 2.066
H 6.013 -2.929 1.453
H 4.371 -3.351 0.958
H 6.012 -1.619 -1.997
H 5.349 -3.166 -1.461
H 6.889 -2.594 -0.818
H 2.781 1.693 -0.900
H 1.623 1.740 -2.992
H 0.281 0.756 -2.386
H 1.879 0.048 -2.577
H 0.135 3.264 -2.139
H -1.107 5.087 -1.020
H 0.183 3.955 2.674
H 1.498 2.059 1.746
H -1.283 -2.628 -0.406
H -3.607 -3.433 -0.422

Forces on atoms 1 to 6 (eV/Å):
-0.15 0.12 0.02
0.25 -0.16 -0.02
0.14 0.02 -0.01
-0.38 -0.17 -0.04
0.38 -0.17 0.02
-0.56 -0.14 0.02

Calculated values
Kohn-Sham gap: 8.18 eV
Net charge: 0
E_HOMO: -7.70 eV
Energy relative to the best compared isomer or geometry (same formula, charge and spin): 194.7 kJ/mol
Spin multiplicity: 1

Record 7
Below is one molecule with the formula C20H27N5O3S at a distorted geometry, with properties calculated with ωB97M-V/def2-TZVPD.

Cartesian coordinates (Å):
C 6.541 -0.247 -0.033
O 5.861 0.539 0.917
C 4.504 0.464 0.968
C 3.885 1.249 1.942
C 2.511 1.228 2.074
C 1.733 0.440 1.245
C 2.350 -0.334 0.268
N 1.523 -1.105 -0.567
C 1.866 -2.141 -1.365
O 2.986 -2.581 -1.511
C 0.674 -2.749 -2.125
C -0.594 -2.661 -1.372
N -1.601 -1.885 -1.668
N -2.534 -2.015 -0.711
C -2.071 -2.862 0.169
S -2.822 -3.217 1.693
C -3.614 -1.590 1.901
C -2.641 -0.496 1.464
O -1.459 -0.534 1.741
N -3.218 0.513 0.795
C -2.454 1.590 0.192
C -2.452 1.466 -1.332
C -1.603 2.578 -1.940
C -2.141 3.945 -1.523
C -2.172 4.066 -0.002
C -3.013 2.949 0.611
N -0.840 -3.318 -0.196
C -0.006 -4.239 0.518
C 3.732 -0.325 0.124
H 7.600 -0.050 0.126
H 6.344 -1.314 0.113
H 6.270 0.034 -1.055
H 4.502 1.857 2.583
H 2.038 1.828 2.836
H 0.662 0.396 1.371
H 0.539 -0.881 -0.485
H 0.927 -3.784 -2.365
H 0.553 -2.198 -3.060
H -3.828 -1.500 2.966
H -4.537 -1.575 1.324
H -4.172 0.418 0.483
H -1.433 1.486 0.572
H -2.074 0.485 -1.624
H -3.478 1.549 -1.697
H -1.609 2.491 -3.028
H -0.570 2.476 -1.600
H -1.516 4.735 -1.943
H -3.151 4.072 -1.918
H -2.583 5.036 0.286
H -1.154 4.004 0.387
H -3.011 3.030 1.700
H -4.047 3.036 0.266
H -0.218 -5.266 0.212
H -0.208 -4.139 1.585
H 1.042 -4.013 0.322
H 4.180 -0.942 -0.635

Forces on atoms 1 to 6 (eV/Å):
0.11 -0.12 -0.16
-0.21 0.14 0.19
-0.28 0.13 0.15
0.23 -0.03 -0.03
0.13 -0.02 -0.10
-0.07 -0.11 -0.12

Calculated values
Kohn-Sham gap: 8.68 eV
Net charge: 0
E_HOMO: -8.11 eV
Energy relative to the best compared isomer or geometry (same formula, charge and spin): 60.1 kJ/mol
Spin multiplicity: 1

Record 8
Below is one molecule with the formula C20H27N5O5S2 at a distorted geometry, with properties calculated with ωB97M-V/def2-TZVPD.

Cartesian coordinates (Å):
C -6.573 -4.117 1.527
C -5.329 -3.432 0.982
O -5.607 -2.716 -0.225
C -6.129 -1.505 -0.099
O -6.431 -0.978 0.937
C -6.324 -0.882 -1.472
S -6.181 0.918 -1.348
C -4.659 0.947 -0.517
N -3.859 -0.073 -0.371
N -2.808 0.344 0.356
C -2.979 1.605 0.638
C -2.042 2.436 1.441
N -0.776 1.759 1.565
C 0.369 2.312 1.099
O 0.447 3.473 0.751
C 1.545 1.388 1.098
C 1.428 0.057 0.705
C 2.553 -0.750 0.675
C 3.778 -0.228 1.044
S 5.241 -1.273 0.966
O 4.807 -2.636 1.060
O 6.189 -0.770 1.916
N 5.910 -1.080 -0.534
C 5.249 -1.686 -1.663
C 4.355 -0.696 -2.413
C 5.167 0.537 -2.802
C 5.776 1.167 -1.551
C 6.634 0.134 -0.817
C 3.906 1.089 1.443
C 2.787 1.903 1.458
N -4.156 2.053 0.104
C -4.722 3.368 0.176
H -6.312 -4.701 2.404
H -7.000 -4.777 0.775
H -7.315 -3.373 1.808
H -4.924 -2.730 1.718
H -4.565 -4.160 0.704
H -7.331 -1.085 -1.839
H -5.580 -1.265 -2.168
H -2.474 2.627 2.434
H -1.852 3.399 0.953
H -0.828 0.768 1.740
H 0.473 -0.342 0.396
H 2.496 -1.787 0.383
H 4.680 -2.532 -1.275
H 6.021 -2.067 -2.342
H 3.520 -0.395 -1.776
H 3.948 -1.181 -3.302
H 4.530 1.260 -3.314
H 5.966 0.244 -3.488
H 4.975 1.517 -0.897
H 6.396 2.024 -1.819
H 6.994 0.513 0.139
H 7.500 -0.127 -1.437
H 4.876 1.451 1.747
H 2.857 2.940 1.748
H -5.729 3.337 -0.238
H -4.118 4.074 -0.398
H -4.766 3.698 1.215

Forces on atoms 1 to 6 (eV/Å):
0.20 0.25 -0.24
-0.04 -0.14 0.49
0.00 -0.28 -0.29
-0.20 0.11 -0.06
-0.09 -0.16 0.13
0.29 0.33 0.17

Calculated values
Kohn-Sham gap: 9.05 eV
Net charge: 0
E_HOMO: -8.77 eV
Energy relative to the best compared isomer or geometry (same formula, charge and spin): 0.0 kJ/mol
Spin multiplicity: 1

Record 9
Below is a 4-piece molecular cluster, C20H27N6 overall at a distorted geometry, with properties calculated with ωB97M-V/def2-TZVPD.

Cartesian coordinates (Å):
C 3.473 -1.254 1.600
N 2.717 -0.116 1.071
C 1.486 0.186 1.350
N 0.966 1.433 0.966
C -0.507 1.114 1.006
C -0.566 0.267 2.255
N 0.636 -0.600 2.066
C 0.318 -1.943 1.511
H 3.405 -1.253 2.685
H 3.098 -2.204 1.241
H 4.507 -1.129 1.302
H 3.204 0.548 0.491
H 1.191 2.063 1.739
H -0.647 0.484 0.131
H -1.144 1.989 0.979
H -1.494 -0.268 2.414
H -0.394 0.915 3.115
H 0.049 -2.594 2.335
H -0.501 -1.878 0.797
H 1.168 -2.391 1.017
N 2.536 -4.476 1.951
C 3.744 -4.982 1.701
C 4.067 -6.318 1.867
C 3.084 -7.182 2.321
C 1.824 -6.674 2.587
C 1.602 -5.322 2.386
H 4.492 -4.279 1.349
H 5.065 -6.670 1.646
H 3.297 -8.233 2.464
H 1.027 -7.311 2.944
H 0.626 -4.894 2.584
N -0.839 2.693 -4.797
C -0.229 2.540 -3.627
C -0.671 1.674 -2.640
C -1.809 0.923 -2.880
C -2.454 1.067 -4.097
C -1.928 1.962 -5.019
H 0.649 3.157 -3.467
H -0.131 1.610 -1.706
H -2.196 0.240 -2.132
H -3.346 0.503 -4.330
H -2.404 2.104 -5.983
N -2.667 5.890 -0.104
C -2.000 5.460 -1.173
C -2.551 4.642 -2.148
C -3.874 4.253 -2.009
C -4.586 4.701 -0.908
C -3.939 5.515 0.011
H -0.967 5.786 -1.245
H -1.957 4.320 -2.991
H -4.341 3.616 -2.748
H -5.623 4.431 -0.763
H -4.464 5.888 0.884

Forces on atoms 1 to 6 (eV/Å):
0.00 0.13 0.16
0.21 -0.18 -0.09
0.16 -0.04 0.47
-0.40 -0.60 0.55
0.56 -0.02 0.09
-0.01 0.38 0.08

Calculated values
Kohn-Sham gap: 8.52 eV
Net charge: +1
E_HOMO: -11.47 eV
Energy relative to the best compared isomer or geometry (same formula, charge and spin): 0.0 kJ/mol
Spin multiplicity: 1